[1]
Entry from the OMol25 dataset: C10H27ClIO2P2PbS as an isolated structure (the ωB97M-V functional and the def2-TZVPD basis).

Geometry as XYZ:
```
45
C10H27ClIO2P2PbS, DFT the ωB97M-V functional and the def2-TZVPD basis
C -0.01 1.43 -5.75
C -0.03 1.72 -4.43
H 0.01 2.33 -6.42
H -0.84 0.83 -5.98
H 0.81 0.80 -5.96
O -0.02 2.55 -3.59
I -0.33 -2.49 -3.79
Pb -0.06 0.05 -2.34
P 2.53 0.10 -0.06
C 3.38 1.37 1.01
C 3.18 -1.47 0.77
H 4.23 -1.61 0.48
H 4.68 -0.22 -1.11
H 2.55 -2.30 0.42
H 3.33 -0.51 -2.27
H 3.05 1.25 2.06
H 3.10 -1.40 1.87
C 3.71 0.13 -1.47
H 4.47 1.25 0.92
H 3.78 1.16 -1.84
H 3.06 2.36 0.65
P -2.63 0.26 -0.20
C -3.46 1.59 0.82
C -3.94 0.18 -1.57
H -2.68 -2.12 0.26
H -4.24 -1.34 0.69
H -2.80 -1.17 1.73
C -3.16 -1.26 0.71
H -3.58 -0.50 -2.35
H -4.86 -0.16 -1.09
H -4.49 1.30 1.01
H -3.40 2.51 0.23
H -4.04 1.20 -1.98
H -2.86 1.69 1.72
Cl 0.02 -2.38 -0.41
C 0.42 0.24 4.70
S 0.49 -0.17 2.93
C 0.06 -1.91 3.04
O -0.70 0.54 2.28
H 1.08 -0.55 5.21
H -0.58 0.18 5.08
H 0.86 1.21 4.85
H 0.83 -2.46 3.60
H -0.90 -1.93 3.55
H -0.02 -2.28 2.01
```

Output
- 2S+1: 1
- Energy above the lowest of the compared OMol25 structures with the same formula, charge and spin: 331.1 kJ/mol
- HOMO energy (spin up / spin down): -0.64093 / -0.63798 Ha
- Kohn-Sham gap (spin up / spin down): 4.869 / 4.421 eV
- Lowest unoccupied orbital energy (spin up / spin down): -12.6 / -12.9 eV
- Charge: +3

Population analysis type natural (NBO), resulting atomic charges in e:
1. C -0.837
2. C 0.798
3. H 0.391
4. H 0.339
5. H 0.341
6. O -0.261
7. I 0.113
8. Pb 0.918
9. P 0.835
10. C -0.914
11. C -0.908
12. H 0.265
13. H 0.262
14. H 0.261
15. H 0.226
16. H 0.223
17. H 0.220
18. C -0.928
19. H 0.267
20. H 0.247
21. H 0.253
22. P 0.891
23. C -0.886
24. C -0.908
25. H 0.263
26. H 0.265
27. H 0.227
28. C -0.916
29. H 0.226
30. H 0.262
31. H 0.265
32. H 0.252
33. H 0.244
34. H 0.241
35. Cl -0.529
36. C -0.781
37. S 1.359
38. C -0.806
39. O -0.523
40. H 0.294
41. H 0.289
42. H 0.288
43. H 0.296
44. H 0.281
45. H 0.294

***

[2]
Entry from the OMol25 dataset: C10H27CrGeNO4SSeSi3 as an isolated structure (the ωB97M-V functional and the def2-TZVPD basis).

Geometry as XYZ:
```
49
C10H27CrGeNO4SSeSi3, DFT the ωB97M-V functional and the def2-TZVPD basis
Cr -1.08 2.08 -1.25
O -3.09 3.01 -1.13
S -2.57 3.29 0.26
O -3.53 3.70 1.23
O -1.36 4.13 0.08
O -1.95 1.88 0.59
C -0.17 1.06 3.41
Si -0.67 -0.37 2.31
C -2.51 -0.67 2.44
C 0.22 -1.93 2.90
Ge 0.00 0.11 0.09
Si 2.35 0.50 -0.13
C 2.89 1.78 1.13
C 3.23 -1.13 0.21
C 2.79 1.08 -1.85
Si -0.96 -1.49 -1.41
C -0.48 -3.20 -0.78
C -0.35 -1.33 -3.17
C -2.83 -1.30 -1.34
H -0.56 0.90 4.42
H -0.57 1.99 3.02
H 0.92 1.15 3.48
H -2.78 -0.71 3.50
H -2.80 -1.63 1.99
H -3.08 0.12 1.96
H -0.09 -2.13 3.93
H 1.30 -1.81 2.90
H -0.02 -2.81 2.30
H 2.80 1.40 2.15
H 2.29 2.69 1.06
H 3.94 2.04 0.96
H 3.03 -1.51 1.21
H 4.31 -0.97 0.11
H 2.93 -1.90 -0.51
H 2.16 1.91 -2.18
H 2.66 0.28 -2.58
H 3.83 1.40 -1.89
H 0.60 -3.34 -0.78
H -0.92 -3.94 -1.46
H -0.86 -3.40 0.22
H 0.73 -1.45 -3.23
H -0.60 -0.37 -3.62
H -0.81 -2.12 -3.77
H -3.22 -1.68 -0.39
H -3.29 -1.87 -2.15
H -3.15 -0.26 -1.43
Se 1.24 2.29 -5.62
C 0.33 2.29 -4.08
N -0.24 2.25 -3.07
```

Output
- 2S+1: 6
- Energy above the lowest of the compared OMol25 structures with the same formula, charge and spin: 91.1 kJ/mol
- HOMO energy (spin up / spin down): -0.18352 / -0.19899 Ha
- Kohn-Sham gap (spin up / spin down): 7.510 / 6.226 eV
- Lowest unoccupied orbital energy (spin up / spin down): 2.5 / 0.8 eV
- Charge: -1
- ⟨S²⟩: 8.77

Population analysis type natural (NBO), resulting atomic charges in e:
1. Cr 1.218
2. O -1.044
3. S 2.523
4. O -0.956
5. O -1.036
6. O -1.056
7. C -1.117
8. Si 1.340
9. C -1.120
10. C -1.115
11. Ge -0.216
12. Si 1.322
13. C -1.117
14. C -1.109
15. C -1.119
16. Si 1.326
17. C -1.111
18. C -1.120
19. C -1.121
20. H 0.228
21. H 0.269
22. H 0.226
23. H 0.229
24. H 0.223
25. H 0.278
26. H 0.231
27. H 0.229
28. H 0.231
29. H 0.232
30. H 0.254
31. H 0.231
32. H 0.232
33. H 0.232
34. H 0.234
35. H 0.258
36. H 0.244
37. H 0.233
38. H 0.234
39. H 0.232
40. H 0.232
41. H 0.238
42. H 0.260
43. H 0.231
44. H 0.239
45. H 0.232
46. H 0.256
47. Se -0.278
48. C 0.193
49. N -0.736

***

[3]
Entry from the OMol25 dataset: C10H27CrNO9P as an isolated structure (the ωB97M-V functional and the def2-TZVPD basis).

Geometry as XYZ:
```
49
C10H27CrNO9P, DFT the ωB97M-V functional and the def2-TZVPD basis
Cr 0.25 0.88 -1.48
P -0.43 -0.99 -2.94
O -0.53 -2.15 -1.97
O -1.34 0.14 -2.27
O -0.47 -1.13 -4.41
O 1.07 -0.36 -2.60
C 2.83 2.21 0.86
C 3.38 1.73 -0.52
O 2.28 1.76 -1.44
H 2.57 3.26 0.68
H 3.60 2.03 1.63
H 1.97 1.61 1.17
H 3.70 0.73 -0.54
H 4.21 2.38 -0.93
H 2.42 1.21 -2.29
C 1.25 -4.66 0.41
O 1.33 -3.39 1.01
C 1.91 -2.44 0.21
C 1.47 -1.09 0.60
N 0.07 -0.74 0.40
C -0.92 -1.24 1.30
C -2.21 -1.18 0.55
O -2.65 0.18 0.26
C -3.71 0.03 -0.73
H 2.27 -5.05 0.17
H 0.62 -4.62 -0.48
H 0.83 -5.33 1.17
H 1.54 -2.62 -0.83
H 3.01 -2.57 0.13
H 2.15 -0.35 0.08
H 1.71 -0.91 1.65
H -0.14 -1.32 -0.50
H -0.93 -0.72 2.27
H -0.84 -2.28 1.70
H -3.07 -1.76 0.98
H -2.08 -1.64 -0.44
H -3.35 -0.67 -1.51
H -3.97 1.01 -1.22
H -4.59 -0.48 -0.33
C -2.07 3.45 1.62
C -1.32 3.34 0.26
O -0.72 2.05 0.15
O -1.08 3.30 2.63
H -2.82 2.63 1.56
H -2.61 4.37 1.83
H -0.49 4.05 0.27
H -1.94 3.65 -0.62
H -1.40 1.31 0.12
H -0.76 2.43 2.39
```

Output
- 2S+1: 5
- HOMO energy (spin up / spin down): -0.13801 / -0.16445 Ha
- Kohn-Sham gap (spin up / spin down): 6.468 / 7.143 eV
- Lowest unoccupied orbital energy (spin up / spin down): 2.7 / 2.7 eV
- Charge: -1
- ⟨S²⟩: 6.02

Population analysis type natural (NBO), resulting atomic charges in e:
1. Cr 1.167
2. P 2.489
3. O -1.228
4. O -1.176
5. O -1.167
6. O -1.174
7. C -0.637
8. C -0.042
9. O -0.778
10. H 0.215
11. H 0.210
12. H 0.229
13. H 0.173
14. H 0.161
15. H 0.535
16. C -0.248
17. O -0.553
18. C -0.104
19. C -0.224
20. N -0.784
21. C -0.240
22. C -0.103
23. O -0.589
24. C -0.261
25. H 0.151
26. H 0.203
27. H 0.176
28. H 0.229
29. H 0.147
30. H 0.192
31. H 0.175
32. H 0.473
33. H 0.170
34. H 0.198
35. H 0.166
36. H 0.252
37. H 0.229
38. H 0.194
39. H 0.154
40. C -0.100
41. C -0.080
42. O -0.798
43. O -0.716
44. H 0.171
45. H 0.179
46. H 0.179
47. H 0.171
48. H 0.537
49. H 0.475

***

[4]
Entry from the OMol25 dataset: a 2-piece molecular cluster, C10H27FNO3P overall (the ωB97M-V functional and the def2-TZVPD basis).

Geometry as XYZ:
```
43
C10H27FNO3P, DFT the ωB97M-V functional and the def2-TZVPD basis
F -2.11 -1.72 0.38
C -2.62 -1.85 -0.99
C -2.92 -3.34 -1.23
O -3.96 -3.38 -2.13
P -5.19 -2.14 -1.71
O -3.72 -1.15 -1.14
H -1.80 -1.42 -1.59
H -3.20 -3.75 -0.25
H -2.04 -3.90 -1.57
H -6.26 -2.95 -2.22
H -5.25 -2.76 -0.41
H -6.05 -1.08 -1.29
H -4.97 -1.54 -3.00
C 0.56 1.60 2.69
C 1.00 0.51 1.73
N 0.71 0.79 0.27
C -0.78 0.88 0.11
C 1.09 -0.43 -0.55
C 2.56 -0.82 -0.62
C 1.28 2.08 -0.26
C 2.77 2.37 -0.15
O 3.18 2.40 1.20
C 4.53 2.04 1.44
H -0.52 1.72 2.71
H 0.86 1.28 3.69
H 1.05 2.55 2.49
H 0.47 -0.42 1.94
H 2.07 0.33 1.82
H -1.20 -0.05 0.49
H -1.01 0.96 -0.95
H -1.17 1.74 0.63
H 0.70 -0.25 -1.55
H 0.50 -1.24 -0.12
H 3.11 -0.26 -1.37
H 2.60 -1.87 -0.93
H 3.08 -0.75 0.33
H 0.73 2.87 0.24
H 1.01 2.11 -1.32
H 2.89 3.36 -0.60
H 3.37 1.67 -0.73
H 5.10 1.95 0.51
H 4.57 1.08 1.98
H 4.99 2.80 2.06
```

Output
- 2S+1: 1
- Energy above the lowest of the compared OMol25 structures with the same formula, charge and spin: 8.0 kJ/mol
- HOMO energy: -0.23908 Ha
- Kohn-Sham gap: 6.261 eV
- Lowest unoccupied orbital energy: -0.2 eV
- Charge: 0

Population analysis type natural (NBO), resulting atomic charges in e:
1. F -0.467
2. C 0.466
3. C -0.120
4. O -0.813
5. P 0.927
6. O -0.788
7. H 0.072
8. H 0.163
9. H 0.162
10. H -0.132
11. H -0.159
12. H -0.139
13. H -0.143
14. C -0.641
15. C -0.209
16. N -0.203
17. C -0.438
18. C -0.219
19. C -0.638
20. C -0.235
21. C -0.077
22. O -0.562
23. C -0.249
24. H 0.224
25. H 0.243
26. H 0.229
27. H 0.230
28. H 0.222
29. H 0.288
30. H 0.231
31. H 0.222
32. H 0.226
33. H 0.247
34. H 0.213
35. H 0.251
36. H 0.216
37. H 0.230
38. H 0.232
39. H 0.196
40. H 0.183
41. H 0.179
42. H 0.178
43. H 0.200

***

[5]
Entry from the OMol25 dataset: a 6-piece molecular cluster, C10H27NO11 overall (the ωB97M-V functional and the def2-TZVPD basis).

Geometry as XYZ:
```
49
C10H27NO11, DFT the ωB97M-V functional and the def2-TZVPD basis
C 0.65 -3.02 -4.90
N 0.62 -1.56 -4.95
O -0.48 -0.97 -4.91
O 1.72 -1.08 -5.16
H 0.04 -3.27 -4.03
H 1.66 -3.41 -4.78
H 0.19 -3.56 -5.73
C 0.05 -1.54 1.88
O 1.02 -0.58 1.71
C 1.94 -0.77 0.79
O 2.00 -1.70 0.02
O 2.63 0.34 0.77
C 3.78 0.40 -0.07
H -0.64 -1.47 1.05
H -0.58 -1.20 2.71
H 0.51 -2.50 2.11
H 4.64 -0.11 0.37
H 3.97 1.42 -0.38
H 3.53 -0.13 -0.98
C -8.73 6.30 -0.22
O -7.68 5.65 -0.86
C -7.58 4.30 -0.85
O -8.18 3.58 -0.10
O -6.67 3.93 -1.70
C -6.11 2.62 -1.67
H -8.57 7.33 0.09
H -9.00 5.77 0.69
H -9.61 6.38 -0.86
H -5.24 2.71 -1.01
H -5.74 2.40 -2.67
H -6.73 1.88 -1.17
C -2.12 3.12 5.45
O -1.85 4.53 5.65
H -3.18 3.10 5.18
H -1.46 2.79 4.64
H -2.06 2.56 6.38
H -0.97 4.52 6.01
C 3.76 -6.37 4.00
O 3.62 -7.58 3.26
H 2.87 -5.79 3.75
H 3.79 -6.57 5.07
H 4.61 -5.79 3.64
H 4.21 -8.28 3.56
C 8.46 -1.67 -3.80
O 8.94 -0.99 -2.68
H 7.41 -1.81 -3.55
H 8.36 -1.07 -4.71
H 8.80 -2.66 -4.11
H 9.36 -0.16 -2.94
```

Output
- 2S+1: 1
- SMILES: C[N+](=O)[O-].COC(=O)OC.COC(=O)OC.CO.CO.CO
- Energy above the lowest of the compared OMol25 structures with the same formula, charge and spin: 167.2 kJ/mol
- HOMO energy: -0.38286 Ha
- Kohn-Sham gap: 10.491 eV
- Lowest unoccupied orbital energy: 0.1 eV
- Charge: 0

Population analysis type natural (NBO), resulting atomic charges in e:
1. C -0.494
2. N 0.523
3. O -0.377
4. O -0.362
5. H 0.232
6. H 0.237
7. H 0.240
8. C -0.254
9. O -0.491
10. C 0.979
11. O -0.646
12. O -0.488
13. C -0.268
14. H 0.187
15. H 0.191
16. H 0.195
17. H 0.191
18. H 0.201
19. H 0.203
20. C -0.259
21. O -0.505
22. C 0.990
23. O -0.652
24. O -0.491
25. C -0.262
26. H 0.197
27. H 0.199
28. H 0.177
29. H 0.186
30. H 0.205
31. H 0.215
32. C -0.262
33. O -0.719
34. H 0.185
35. H 0.173
36. H 0.167
37. H 0.455
38. C -0.244
39. O -0.732
40. H 0.180
41. H 0.166
42. H 0.164
43. H 0.467
44. C -0.260
45. O -0.717
46. H 0.168
47. H 0.166
48. H 0.172
49. H 0.471

***

no.,DFT total energy (Eh)
1,-2578.09726
2,-7542.64488
3,-2515.08728
4,-1118.73211
5,-1279.40576